# 1
{
  "formula": "C15H21N3O2S",
  "method": "ωB97M-V with the def2-TZVPD basis set",
  "elements": ["C", "C", "C", "C", "C", "O", "N", "C", "N", "C", "C", "C", "C", "C", "C", "H", "H", "H", "N", "C", "O", "C", "C", "H", "H", "H", "H", "H", "H", "H", "H", "S", "H", "H", "H", "H", "H", "H", "H", "H", "H", "H"],
  "coordinates": [[-5.359569, -1.835109, -1.598825], [-4.237353, -2.268225, -0.662089], [-4.424386, -1.781026, 0.775347], [-4.294256, -0.264743, 0.919503], [-2.874319, 0.205334, 0.695024], [-1.901450, -0.518836, 0.751936], [-2.786962, 1.550180, 0.446826], [-1.653047, 2.336086, 0.232750], [-0.485116, 1.684607, 0.248217], [0.825603, 2.124214, 0.075273], [1.801767, 1.126996, 0.101808], [3.139657, 1.453434, -0.058669], [3.503460, 2.788180, -0.243015], [2.532168, 3.768341, -0.265585], [1.193999, 3.452969, -0.109065], [0.452524, 4.231530, -0.129917], [2.817614, 4.799471, -0.407726], [4.544739, 3.049754, -0.367481], [4.157862, 0.495509, -0.043548], [4.064731, -0.862395, 0.094799], [3.028682, -1.466113, 0.236839], [5.431473, -1.533519, 0.048492], [5.311523, -3.044213, 0.194793], [4.699455, -3.449415, -0.606404], [6.293054, -3.510287, 0.161773], [4.833299, -3.290976, 1.138765], [5.910057, -1.283034, -0.902052], [6.046289, -1.123845, 0.854412], [5.086243, 0.877733, -0.161231], [1.518403, 0.097010, 0.245842], [-0.575950, 0.675062, 0.415373], [-1.948144, 3.941041, -0.011049], [-3.640852, 2.094684, 0.425012], [-4.966810, 0.249577, 0.232093], [-4.570523, 0.029899, 1.936560], [-3.665772, -2.249190, 1.404575], [-5.407340, -2.088486, 1.137713], [-4.195012, -3.359079, -0.647112], [-3.279523, -1.909365, -1.041523], [-6.325894, -2.143253, -1.204469], [-5.372113, -0.756635, -1.738220], [-5.228220, -2.293872, -2.575764]],
  "atomic_forces_ev_per_a": [[0.202, -0.098, 0.083], [-0.178, 0.031, 0.093], [0.201, 0.090, -0.139], [-0.004, -0.502, 0.095], [-0.306, 0.210, 0.001], [0.148, -0.308, 0.045], [-0.001, -0.124, 0.008], [0.072, 0.295, -0.049], [-0.600, -0.847, 0.182], [0.660, 0.578, -0.140], [-0.110, -0.087, 0.016], [-0.360, 0.195, 0.015], [0.008, -0.017, -0.002], [0.162, -0.232, 0.014], [-0.202, 0.108, 0.015], [0.014, -0.042, 0.004], [0.026, 0.088, -0.012], [0.122, 0.021, -0.016], [0.248, 0.249, -0.043], [0.627, 0.172, -0.073], [-0.293, -0.181, 0.044], [-0.163, -0.399, 0.052], [0.009, 0.210, -0.019], [-0.036, -0.089, -0.018], [0.065, -0.049, -0.001], [-0.032, -0.083, 0.039], [0.033, 0.093, 0.049], [0.026, 0.081, -0.069], [-0.135, -0.188, 0.031], [-0.007, -0.058, 0.003], [-0.078, 0.313, -0.032], [-0.118, 0.425, -0.065], [0.211, -0.089, -0.017], [-0.012, 0.108, 0.038], [-0.011, 0.103, -0.042], [-0.086, 0.000, 0.069], [-0.001, -0.012, 0.053], [0.092, -0.002, -0.025], [0.071, -0.094, -0.006], [-0.144, -0.006, -0.003], [-0.065, 0.120, -0.056], [-0.058, 0.017, -0.122]],
  "mulliken_charge": [-1.16, -0.33, -0.82, -0.73, 0.73, -0.74, -0.19, 0.20, -0.02, 0.70, -0.36, 0.47, -0.80, -0.94, -0.71, 0.22, 0.38, 0.33, -0.10, 0.55, -0.64, -0.43, -1.27, 0.31, 0.38, 0.32, 0.32, 0.33, 0.20, 0.76, 0.25, -0.48, 0.32, 0.33, 0.36, 0.32, 0.40, 0.35, 0.25, 0.29, 0.30, 0.36],
  "largest_force_ev_per_a": 1.054,
  "total_charge": 0,
  "e_tot_ev": -35298.30708,
  "e_above_lowest_kj_mol": 0.0,
  "e_homo_ev": -8.270
}

---

# 2
{
  "formula": "C40H40NP2SiTl",
  "method": "ωB97M-V with the def2-TZVPD basis set",
  "elements": ["Tl", "C", "N", "C", "P", "C", "C", "C", "C", "C", "C", "C", "C", "C", "C", "C", "C", "C", "C", "C", "C", "C", "C", "P", "C", "C", "C", "C", "C", "C", "C", "C", "C", "C", "C", "C", "H", "H", "H", "H", "H", "H", "H", "H", "H", "H", "H", "H", "H", "H", "H", "H", "H", "H", "H", "H", "H", "H", "H", "H", "H", "H", "H", "H", "H", "C", "Si", "C", "C", "C", "C", "C", "C", "C", "H", "H", "H", "H", "H", "H", "H", "H", "H", "H", "H"],
  "coordinates": [[-0.921688, 0.725209, 2.228020], [1.573296, -0.610750, -1.160776], [0.960044, -1.919347, -1.082996], [-0.471549, -1.967264, -1.273192], [-1.526614, -1.370283, 0.157254], [-3.125991, -1.244050, -0.717955], [-3.106351, -0.279821, -1.729356], [-4.243405, 0.046122, -2.446567], [-5.448055, -0.576186, -2.150747], [-5.490729, -1.526609, -1.144920], [-4.342405, -1.861725, -0.436504], [-1.415695, -2.805848, 1.292160], [-2.402005, -3.695845, 1.709091], [-2.126627, -4.670065, 2.662698], [-0.861358, -4.776180, 3.216559], [0.130340, -3.890073, 2.820219], [-0.151803, -2.909988, 1.885605], [1.714051, -3.089517, -0.917025], [3.114228, -3.061143, -0.900487], [3.851956, -4.224981, -0.746770], [3.234490, -5.456572, -0.603799], [1.848882, -5.494164, -0.607518], [1.097594, -4.339766, -0.752756], [1.561043, 0.409130, 0.410782], [2.101773, 2.030172, -0.239940], [1.254908, 2.682180, -1.137172], [1.554891, 3.948785, -1.610527], [2.708117, 4.592504, -1.178686], [3.549090, 3.963564, -0.273682], [3.249770, 2.689233, 0.193262], [3.045708, -0.226795, 1.264849], [2.902933, -0.706925, 2.561936], [3.986414, -1.266119, 3.233343], [5.221260, -1.344657, 2.611478], [5.380008, -0.856477, 1.317791], [4.299565, -0.304233, 0.653416], [1.054898, -0.014076, -1.918718], [2.603981, -0.692595, -1.495891], [-0.788974, -2.975449, -1.521692], [-0.738608, -1.337103, -2.127464], [-2.180842, 0.240657, -1.945414], [-4.194493, 0.802758, -3.219173], [-6.345975, -0.312818, -2.693626], [-6.424479, -2.014890, -0.898057], [-4.425762, -2.608628, 0.333607], [-3.397725, -3.661659, 1.301672], [-2.913167, -5.347128, 2.969732], [-0.651968, -5.536237, 3.957711], [1.125581, -3.953565, 3.240925], [0.632180, -2.210228, 1.614318], [3.654006, -2.133672, -0.991321], [4.932691, -4.154600, -0.738511], [3.815699, -6.360074, -0.483044], [1.330603, -6.436149, -0.478693], [0.024098, -4.429071, -0.698567], [0.327339, 2.212287, -1.440679], [0.872033, 4.442613, -2.290024], [2.939933, 5.587304, -1.536249], [4.441229, 4.464693, 0.079563], [3.908970, 2.219224, 0.910633], [1.934972, -0.652881, 3.050554], [3.859717, -1.639486, 4.241052], [6.064263, -1.782762, 3.129790], [6.344863, -0.908765, 0.830009], [4.436570, 0.085729, -0.349627], [-1.591503, 4.231595, 2.267148], [-1.924266, 2.929607, 0.929152], [-3.774754, 2.528771, 1.137320], [-1.844204, 3.890442, -0.706718], [-2.053331, 3.245406, -1.930126], [-2.085503, 3.935810, -3.133112], [-1.897566, 5.312641, -3.142616], [-1.681821, 5.977966, -1.945372], [-1.658753, 5.274132, -0.744879], [-2.465186, 4.869822, 2.430214], [-0.746154, 4.875562, 2.006596], [-1.342287, 3.769041, 3.225966], [-4.335649, 3.429746, 1.403954], [-3.971714, 1.777062, 1.907722], [-4.188164, 2.139502, 0.201459], [-2.193806, 2.174969, -1.941100], [-2.250855, 3.403490, -4.062806], [-1.924250, 5.860819, -4.075816], [-1.534483, 7.051048, -1.942595], [-1.483508, 5.817613, 0.175743]],
  "atomic_forces_ev_per_a": [[0.214, 0.042, -0.188], [-0.049, 0.018, -0.185], [-0.042, -0.052, 0.280], [0.125, 0.089, -0.184], [-0.036, -0.116, 0.230], [-0.037, -0.028, 0.010], [-0.027, 0.002, -0.071], [0.008, 0.011, 0.015], [-0.002, -0.004, 0.006], [0.033, -0.005, 0.008], [0.004, -0.015, -0.017], [0.004, 0.051, 0.091], [0.022, -0.090, -0.098], [0.039, 0.025, -0.019], [-0.037, 0.004, -0.013], [0.003, 0.011, -0.051], [0.042, 0.003, 0.038], [-0.059, 0.049, 0.025], [0.003, -0.088, 0.008], [0.004, 0.027, -0.009], [-0.016, 0.033, -0.007], [-0.011, 0.006, 0.011], [0.057, -0.001, -0.002], [-0.043, 0.076, 0.193], [0.065, -0.021, -0.062], [0.010, -0.072, -0.007], [0.033, 0.010, 0.019], [-0.044, -0.028, -0.009], [-0.023, -0.050, 0.012], [0.007, 0.046, 0.045], [0.032, -0.099, -0.038], [0.033, -0.067, 0.041], [-0.022, 0.015, -0.030], [-0.006, 0.009, -0.028], [-0.047, 0.004, 0.044], [0.029, 0.057, 0.021], [-0.043, -0.019, 0.034], [-0.019, 0.032, -0.121], [-0.009, 0.026, -0.089], [0.025, 0.006, 0.024], [-0.022, -0.032, 0.002], [0.010, 0.008, 0.000], [-0.004, -0.008, -0.005], [-0.003, -0.005, -0.006], [-0.028, 0.066, 0.036], [0.023, -0.023, -0.006], [-0.004, -0.004, 0.001], [0.002, -0.006, 0.001], [0.010, -0.001, 0.007], [-0.039, -0.014, -0.011], [0.007, -0.037, 0.001], [0.005, 0.002, 0.005], [0.003, -0.006, 0.003], [-0.004, -0.001, -0.002], [-0.009, -0.019, 0.020], [0.014, 0.006, -0.016], [-0.022, -0.019, -0.020], [0.003, 0.006, -0.004], [0.004, 0.002, -0.001], [0.008, 0.021, 0.000], [0.006, 0.021, -0.013], [-0.001, -0.003, 0.010], [0.000, -0.001, 0.011], [0.008, -0.003, 0.005], [-0.009, -0.009, -0.005], [0.124, 0.163, 0.093], [-0.084, -0.137, 0.212], [-0.126, 0.004, -0.165], [-0.117, 0.029, -0.073], [0.001, 0.183, -0.035], [0.056, 0.002, 0.057], [-0.008, 0.013, -0.021], [0.003, -0.020, 0.060], [0.067, -0.016, -0.088], [0.027, 0.041, -0.024], [0.010, -0.052, 0.038], [-0.059, -0.013, 0.013], [-0.032, -0.014, -0.046], [0.053, 0.023, 0.033], [-0.006, -0.018, 0.021], [-0.051, -0.069, 0.011], [-0.004, 0.005, 0.005], [0.013, 0.005, -0.006], [-0.001, 0.011, 0.000], [-0.042, 0.019, -0.026]],
  "mulliken_charge": [0.56, -1.97, 0.41, -1.88, 1.20, 1.36, -0.54, -0.58, -0.59, -0.88, -0.58, 0.58, -0.41, -0.83, -0.69, -0.76, -0.10, 2.06, -0.74, -0.69, -0.67, -0.76, -0.70, 0.88, 0.93, -0.37, -0.64, -0.78, -0.75, -0.71, 0.62, -0.51, -0.70, -0.55, -0.79, -0.45, 0.66, 0.86, 0.68, 0.87, -0.17, 0.42, 0.39, 0.42, 0.27, 0.28, 0.42, 0.40, 0.55, 0.08, 0.26, 0.40, 0.40, 0.40, 0.05, 0.09, 0.41, 0.41, 0.40, 0.42, 0.26, 0.45, 0.40, 0.43, 0.56, -1.41, 0.64, -1.32, 0.07, 0.05, -0.56, -0.67, -0.68, -0.36, 0.33, 0.32, 0.36, 0.38, 0.37, 0.25, 0.29, 0.42, 0.36, 0.39, 0.31],
  "largest_force_ev_per_a": 0.288,
  "total_charge": 0,
  "e_tot_ev": -74767.69105,
  "e_above_lowest_kj_mol": 0.0,
  "e_homo_ev": -6.103
}

---

Calculated values (eV) of E_LUMO for the records, taken in order: 0.47, 0.51.